No. 1
Entry from OMol25: a structure of composition C6H5BrMnNO2 at a distorted geometry (wB97M-V/def2-TZVPD).

Summary:
Energy above the lowest of the compared OMol25 structures with the same formula, charge and spin   9.33 kcal per mole
2S+1   6
Molar mass   257.95 g mol⁻¹
<S²>   8.7597
Frontier orbital gap (spin up / spin down)   0.141 / 0.141 hartree
LUMO (spin up / spin down)   -8.08 / -8.10 eV
Calculated total energy   -4161.466037 hartree
Net charge   +1

Last column: Mulliken charge in e.
Atoms and positions in Å:
Mn: 5.05707 -4.70756 1.42097  1.002
Br: 3.16257 -3.73292 0.21475  -0.039
C: 0.61757 -0.82777 0.09913  0.442
C: 0.74473 0.00079 -1.02002  -0.388
C: -0.15418 1.04372 -1.18982  -0.436
C: -1.09044 1.30094 -0.19864  0.385
C: -1.22458 0.49621 0.92998  -0.565
C: -0.39810 -0.58914 1.03296  -0.419
N: -2.06145 2.36032 -0.40459  0.918
O: -1.73797 3.29348 -1.10677  -0.557
O: -3.12914 2.26823 0.15126  -0.555
H: 1.29675 -1.65756 0.23774  -0.283
H: 1.43568 -0.42316 -1.73930  0.334
H: -0.17760 1.75123 -2.00936  0.427
H: -1.92591 0.71465 1.72235  0.404
H: -0.41500 -1.29145 1.85935  0.330

No. 2
Entry from OMol25: the molecule C4H5NO at a distorted geometry (wB97M-V/def2-TZVPD).

Summary:
SMILES string   N#CC[C@H]1CO1
Energy above the lowest of the compared OMol25 structures with the same formula, charge and spin   38.06 kcal per mole
Molar mass   83.09 g mol⁻¹
Frontier orbital gap   0.433 hartree
LUMO   0.81 eV
Calculated total energy   -285.353926 hartree

Last column: Mulliken charge in e.
Atoms and positions in Å:
N: -0.12048 -2.45041 2.10167  -0.381
C: -0.06914 -1.76370 1.17325  0.157
C: -0.00679 -0.97094 -0.05468  -0.410
C: -0.37563 0.49714 0.10033  0.066
C: 0.39976 1.53210 -0.58459  -0.434
O: -0.84112 1.07973 -1.10419  -0.413
H: -0.71670 -1.40527 -0.76673  0.248
H: 0.99670 -1.07360 -0.48326  0.297
H: -0.95117 0.75768 0.98806  0.406
H: 0.40310 2.55409 -0.21092  0.250
H: 1.28146 1.24317 -1.15894  0.214

No. 3
Entry from OMol25: a cluster of 2 separate species, C2H8N2S2 in total at a distorted geometry (wB97M-V/def2-TZVPD).

Summary:
SMILES string   [H]/N=C/N.CSS
Energy above the lowest of the compared OMol25 structures with the same formula, charge and spin   39.27 kcal per mole
Molar mass   124.23 g mol⁻¹
Frontier orbital gap   0.314 hartree
LUMO   0.41 eV
Calculated total energy   -986.820046 hartree

Last column: Mulliken charge in e.
Atoms and positions in Å:
H: -0.59091 -1.38905 0.15119  0.210
N: -1.37071 -0.75939 0.23652  -0.581
C: -1.63300 -0.20358 1.34549  0.015
N: -1.59030 1.12477 1.60410  -0.446
H: -1.83857 -0.81352 2.24113  0.347
H: -1.15510 1.64916 0.85973  0.224
H: -1.34472 1.46742 2.51545  0.260
C: 0.71742 0.60067 -1.75172  -0.670
S: 1.63714 0.12963 -0.25493  -0.117
S: 2.27230 -1.82476 0.06537  -0.210
H: 0.47634 -0.31576 -2.28223  0.274
H: -0.22060 1.06459 -1.47022  0.240
H: 1.39985 1.15379 -2.39627  0.307
H: 3.24086 -1.88398 -0.86361  0.147

No. 4
Entry from OMol25: a structure of composition C6H9CeCl2GaO3P at a distorted geometry (wB97M-V/def2-TZVPD).

Summary:
2S+1   2
Molar mass   440.85 g mol⁻¹
<S²>   0.7515
Frontier orbital gap (spin up / spin down)   0.157 / 0.156 hartree
LUMO (spin up / spin down)   -18.32 / -18.32 eV
Calculated total energy   -4119.522386 hartree
Net charge   +4

Last column: Mulliken charge in e.
Atoms and positions in Å:
Ga: -5.31116 -0.69830 0.30859  1.303
Ce: -0.44923 -0.49745 1.90775  1.365
Cl: -3.55734 0.10872 -1.06963  -0.159
Cl: -0.05157 -2.96100 1.98263  -0.201
C: 0.80406 1.39932 2.49192  0.149
C: -6.06971 0.03674 -1.46059  0.385
C: -4.74412 -1.44239 2.02614  0.441
O: 1.52001 2.23760 2.90052  0.023
O: -5.92663 0.53078 -2.49117  0.061
O: -4.07000 -1.77228 2.89773  -0.008
C: 1.54653 1.65343 -1.25837  -1.102
P: 1.40569 0.17931 -0.15883  0.359
C: 1.59452 -1.18339 -1.33484  -0.979
C: 3.19021 0.22660 0.49050  -1.168
H: 0.60468 1.69710 -1.82007  0.366
H: 2.40189 1.61700 -1.95828  0.390
H: 1.64013 2.57918 -0.67357  0.373
H: 2.60314 -1.26766 -1.74569  0.371
H: 1.31496 -2.09891 -0.82110  0.389
H: 0.86218 -1.01331 -2.10506  0.398
H: 3.93670 0.23430 -0.33460  0.411
H: 3.38419 1.11868 1.12802  0.405
H: 3.37087 -0.68403 1.09799  0.428

No. 5
Entry from OMol25: a cluster of 2 separate species, C3H3F2O4S in total at a distorted geometry (wB97M-V/def2-TZVPD).

Summary:
Energy above the lowest of the compared OMol25 structures with the same formula, charge and spin   51.54 kcal per mole
Molar mass   173.12 g mol⁻¹
Frontier orbital gap   0.294 hartree
LUMO   3.47 eV
Calculated total energy   -1015.005548 hartree
Net charge   -1

Last column: Mulliken charge in e.
Atoms and positions in Å:
C: -2.78213 0.03970 -0.17909  0.767
C: 2.12311 -0.22426 0.47698  -1.026
C: -0.75231 0.71126 -0.01701  0.019
O: -2.89355 -0.34970 0.88136  -0.420
O: -3.19998 0.27958 -1.23169  -0.509
O: 0.03117 -1.81513 -0.28355  -0.657
O: 0.99521 -0.27760 -1.92524  -0.673
F: -0.28474 2.01937 -0.36565  -0.299
F: -0.58950 0.65735 1.32041  -0.273
S: 0.52294 -0.46360 -0.57646  1.091
H: 1.63110 -0.19251 1.47479  0.300
H: 2.72897 -1.05509 0.24661  0.344
H: 2.46971 0.67063 0.17854  0.336

No. 6
Entry from OMol25: a cluster of 5 separate species, C2H12O5 in total at a distorted geometry (wB97M-V/def2-TZVPD).

Summary:
Energy above the lowest of the compared OMol25 structures with the same formula, charge and spin   58.67 kcal per mole
2S+1   2
Molar mass   116.11 g mol⁻¹
<S²>   0.7504
Frontier orbital gap (spin up / spin down)   0.069 / 0.322 hartree
LUMO (spin up / spin down)   2.83 / 2.82 eV
Calculated total energy   -459.477463 hartree
Net charge   -1

Last column: Mulliken charge in e.
Atoms and positions in Å:
C: 3.22188 0.14107 1.53816  -0.649
C: 2.53288 1.06838 0.83781  -0.695
O: 1.36175 1.68277 1.25432  -0.096
H: 4.38298 0.18143 1.42895  0.183
H: 2.78045 -0.73421 2.05166  0.298
H: 3.06010 1.64990 0.11545  0.282
H: 0.97767 1.90115 0.38240  0.218
H: 0.82173 2.36291 3.26056  0.350
H: -0.05699 3.39870 4.24673  0.306
O: 0.79681 3.18199 3.85397  -0.677
H: 0.58581 0.52257 -2.58427  0.337
H: 0.12760 2.01764 -2.52322  0.628
O: 0.87919 1.44593 -2.28165  -1.170
H: -6.36468 -3.90969 -1.17451  0.389
H: -6.14960 -3.28370 -2.71544  0.424
O: -5.72517 -3.45413 -1.78873  -0.927
H: -0.43213 -3.09103 -1.83507  0.471
H: -1.84002 -2.70192 -2.05230  0.446
O: -0.96025 -2.37976 -2.01481  -1.117

No. 7
Entry from OMol25: a structure of composition C6H13NS at a distorted geometry (wB97M-V/def2-TZVPD).

Summary:
Energy above the lowest of the compared OMol25 structures with the same formula, charge and spin   155.36 kcal per mole
Molar mass   131.24 g mol⁻¹
Frontier orbital gap   0.334 hartree
LUMO   0.68 eV
Calculated total energy   -689.106389 hartree

Last column: Mulliken charge in e.
Atoms and positions in Å:
C: -3.37387 0.34654 0.03139  -0.709
C: -0.31885 1.02994 0.09224  -1.382
C: 1.21160 0.48460 0.01546  1.552
C: 2.27271 1.58918 -0.01987  -1.174
C: 1.33685 -0.64273 1.03227  -0.760
C: 1.36727 -0.57001 -1.03622  -1.121
H: -3.27111 1.62814 -0.34220  0.210
H: -3.96848 0.44150 1.32986  0.224
H: -4.22248 -0.33780 -0.91362  0.244
H: -0.41788 1.52578 1.13918  0.429
H: -0.57160 1.83200 -0.62980  0.537
H: 1.54893 2.45164 0.43834  0.320
H: 3.38892 1.29745 0.34228  0.315
H: 2.21702 1.91948 -1.13465  0.313
H: 2.44142 -0.73509 1.46238  0.268
H: 0.82696 -0.74870 2.04509  0.213
H: 1.90372 -2.48727 -0.01209  0.293
H: 2.24381 -0.62504 -1.53198  0.458
H: 0.68171 -0.52595 -1.93767  0.221
N: 1.14274 -1.72686 0.01448  -0.466
S: -1.61090 -0.43583 -0.06551  0.017

> Which of these has the lowest molar mass?

C4H5NO

> Among the records above, which one has the lowest calculated total energy?

C6H5BrMnNO2